# 1
The following is a quantum chemistry calculation of 9 unconnected molecules or ions with the total composition C22H49NO12S6, from the OMol25 dataset.

Its spin multiplicity is 1. The value obtained for the maximum force is 6.1 eV Å⁻¹. As for the molar mass: 712.0 g mol⁻¹. The value obtained for the energy is -4214.1583 hartree. The net charge is 0.

Element x y z (Å)
1 N -6.93000 15.50644 18.43372
2 C -6.78803 15.40061 17.09174
3 C -7.36459 14.27983 16.61974
4 C -7.98310 13.67248 17.77684
5 C -7.71151 14.50327 18.81538
6 H -6.63658 16.19317 19.11374
7 H -6.12963 16.11396 16.61841
8 H -7.31757 13.92135 15.60205
9 H -8.61777 12.79879 17.76064
10 H -7.90188 14.45459 19.87736
11 C -4.90844 10.95948 9.35118
12 S -6.34590 12.09599 8.98780
13 O -6.65972 11.90915 7.48989
14 C -7.68885 11.27736 9.92152
15 H -4.83512 10.02908 8.78809
16 H -4.77359 10.73096 10.40839
17 H -4.01554 11.52302 9.08052
18 H -7.86882 10.32362 9.42545
19 H -8.61103 11.85003 9.82292
20 H -7.51238 11.07436 10.97781
21 C -4.88089 13.18943 14.32635
22 S -6.10195 12.54324 13.11893
23 O -7.04413 11.66995 13.91310
24 C -6.91422 14.12842 12.68411
25 H -5.35200 13.40915 15.28441
26 H -4.35403 14.04272 13.89928
27 H -4.16315 12.38447 14.48449
28 H -7.79986 13.94243 12.07653
29 H -6.24588 14.82693 12.18061
30 H -7.26400 14.72120 13.52931
31 C -1.93903 15.56523 16.13271
32 S -1.17396 13.95263 16.67178
33 O -2.20680 12.86389 16.45912
34 C -0.04934 13.72670 15.15589
35 H -2.43468 15.97910 17.01085
36 H -2.58963 15.45101 15.26566
37 H -1.25589 16.30710 15.71912
38 H 0.68760 12.94378 15.33489
39 H 0.56409 14.56023 14.81378
40 H -0.64871 13.33049 14.33622
41 C -10.23221 12.22657 12.94689
42 S -10.34897 13.03839 14.68050
43 O -11.25797 14.26740 14.61072
44 C -11.37722 11.70032 15.46276
45 H -9.83039 12.96472 12.25280
46 H -11.19929 11.83882 12.62674
47 H -9.51444 11.40793 12.89431
48 H -10.78797 10.83130 15.75548
49 H -12.17452 11.41030 14.77845
50 H -11.96203 12.12964 16.27626
51 C -9.72930 16.39408 10.32212
52 S -10.77318 15.08315 9.60015
53 O -10.01598 13.76820 9.55643
54 C -11.75800 14.87984 11.16889
55 H -8.92288 16.72095 9.66566
56 H -9.34326 16.16832 11.31617
57 H -10.39821 17.25344 10.36845
58 H -12.44923 14.03990 11.09965
59 H -12.29753 15.81637 11.31003
60 H -11.03544 14.79264 11.98032
61 C -4.12980 9.25376 13.74232
62 S -2.53219 9.73558 12.83272
63 O -2.80453 11.17070 12.40832
64 C -1.40040 10.02706 14.27939
65 H -4.13209 9.50152 14.80379
66 H -4.08354 8.16692 13.81098
67 H -5.03672 9.64296 13.27957
68 H -1.24948 9.08692 14.80991
69 H -1.86382 10.67339 15.02478
70 H -0.42972 10.39720 13.94945
71 C -6.92694 9.46999 16.06372
72 C -8.08044 9.84072 17.10140
73 O -8.72142 8.60824 17.31957
74 C -7.95318 7.56670 16.76260
75 O -8.29608 6.33727 16.72967
76 O -6.89066 8.05845 16.15288
77 H -5.93058 9.86535 16.26130
78 H -7.15595 9.70061 15.02329
79 H -8.74992 10.53140 16.58871
80 H -7.63281 10.16852 18.03962
81 C -2.67849 14.35901 11.01276
82 C -1.28030 13.85591 10.83728
83 O -0.44585 14.93811 11.03657
84 C -1.13686 15.85503 11.69372
85 O -0.67643 16.84925 12.24055
86 O -2.40715 15.50587 11.83057
87 H -3.26570 13.60986 11.54384
88 H -3.17690 14.74228 10.12236
89 H -1.16625 13.39180 9.85765
90 H -0.95174 13.09350 11.54360

Cartesian forces (eV/Å) of the 3 atoms listed first:
N -0.2 0.6 0.1
C 2.3 1.9 -0.9
C -0.7 -0.7 0.7

# 2
The following is a quantum chemistry calculation of 10 unconnected molecules or ions with the total composition C22H50BF4O20, from the OMol25 dataset.

Its spin multiplicity is 1. The value obtained for the maximum force is 1.9 eV Å⁻¹. As for the molar mass: 721.4 g mol⁻¹. The net charge is -3. As for the relative energy (zero: lowest compared OMol25 entry of this formula, charge and spin): 0.00 kcal/mol.

Element x y z (Å)
1 C 18.67561 12.77060 22.11201
2 C 17.83841 11.64925 22.25473
3 C 17.03712 11.15692 21.04353
4 O 16.28286 10.15720 21.17468
5 C 17.30917 11.70881 19.78020
6 C 18.08169 12.89179 19.60090
7 C 18.80871 13.48129 20.88424
8 O 19.52281 14.48140 20.71817
9 O 18.23877 13.50062 18.53665
10 O 17.78638 10.99538 23.32210
11 H 19.23198 13.09011 22.98743
12 H 16.92244 11.27447 18.86263
13 B 22.98279 15.29441 19.32329
14 F 22.21294 14.72412 18.32983
15 F 23.95037 16.14276 18.71602
16 F 22.11395 15.90976 20.24187
17 F 23.75665 14.34818 20.09218
18 C 25.90790 11.23853 20.76956
19 C 24.50303 10.84549 20.36802
20 O 23.53218 11.63880 21.01884
21 O 26.84385 10.58535 19.87534
22 H 26.12775 10.97695 21.80579
23 H 25.94113 12.31991 20.61562
24 H 24.21240 9.79789 20.45924
25 H 24.38576 11.05083 19.29151
26 H 23.47296 12.49514 20.57589
27 H 27.60281 10.38559 20.42714
28 C 18.84833 13.98055 14.66783
29 C 19.90285 13.41835 15.60910
30 O 20.61989 14.46345 16.25227
31 O 18.04748 14.91451 15.36546
32 H 18.21301 13.18070 14.26220
33 H 19.39271 14.46531 13.83881
34 H 20.63020 12.78689 15.06343
35 H 19.51926 12.80075 16.42199
36 H 21.26025 14.79400 15.61501
37 H 17.16459 14.91451 14.99136
38 C 20.87161 18.01365 22.30089
39 C 19.46580 17.62767 21.89587
40 O 19.06212 18.02290 20.61680
41 O 21.05440 19.44959 22.17149
42 H 21.67319 17.53373 21.74184
43 H 21.06914 17.65876 23.32162
44 H 18.78755 17.97797 22.70194
45 H 19.40636 16.53294 21.96397
46 H 19.28396 18.95857 20.54962
47 H 20.57199 19.83177 22.91061
48 C 24.56138 13.73131 16.37237
49 C 24.89840 12.28693 16.08394
50 O 25.16076 12.02269 14.72175
51 O 25.68548 14.60519 16.09194
52 H 24.34854 13.81714 17.43906
53 H 23.72861 14.06734 15.76629
54 H 24.02379 11.72285 16.41740
55 H 25.73942 11.95446 16.70781
56 H 25.78310 12.68124 14.39927
57 H 26.20318 14.66716 16.89788
58 C 25.12838 19.56362 20.95957
59 C 24.64327 20.97747 20.76763
60 O 23.32704 21.16556 21.25547
61 O 24.35728 18.78333 20.06447
62 H 24.90628 19.24806 21.98836
63 H 26.20521 19.50843 20.75883
64 H 24.59622 21.15694 19.68398
65 H 25.37433 21.68520 21.17694
66 H 23.01755 20.28795 21.52271
67 H 24.31291 17.85227 20.31050
68 C 23.11162 14.48834 24.70552
69 C 22.77818 14.48583 23.25142
70 O 23.32350 15.68784 22.70289
71 O 22.73594 15.72163 25.32143
72 H 24.18468 14.35036 24.91240
73 H 22.63244 13.64826 25.21714
74 H 21.68675 14.56332 23.14194
75 H 23.07053 13.59895 22.68911
76 H 23.27052 15.68959 21.74070
77 H 22.57666 16.32563 24.58621
78 C 20.75910 20.32298 17.31815
79 C 21.72150 20.00309 18.43209
80 O 21.49831 18.68018 18.89529
81 O 19.45933 19.82195 17.52870
82 H 21.08851 20.02738 16.31560
83 H 20.72960 21.42897 17.29516
84 H 21.49717 20.61307 19.31575
85 H 22.75588 20.15872 18.09870
86 H 21.86346 18.60060 19.77958
87 H 18.86270 20.45857 17.13178
88 C 22.97878 16.72402 14.64392
89 C 22.18855 17.39361 15.75411
90 O 20.78742 17.46591 15.55918
91 O 22.51327 15.43175 14.28744
92 H 24.00438 16.63557 15.03865
93 H 23.11988 17.38313 13.77018
94 H 22.60335 18.39506 15.93087
95 H 22.33218 16.80490 16.66518
96 H 20.63737 17.89845 14.71171
97 H 22.87573 15.18941 13.43357

Cartesian forces (eV/Å) of the 3 atoms listed first:
C -0.5 0.2 -0.7
C 0.6 0.2 0.8
C -0.2 -1.3 -1.0

Look up the molar mass of the first one.
712.0 g mol⁻¹